(1)
178
Properties=species:S:1:pos:R:3 method="wB97M-V/def2-TZVPD" homo_ev=-1.7 charge=-1 total_energy_ha=-4293.053431
O 9.77 -0.51 -2.42
C 9.23 -0.05 -1.14
C 10.11 -0.57 -0.02
C 10.20 0.41 1.16
C 8.84 0.86 1.77
C 9.05 2.33 2.22
C 9.11 3.36 1.05
C 7.92 3.30 0.09
C 6.60 3.61 0.80
C 5.36 2.99 0.12
C 4.37 4.04 -0.46
C 2.92 3.84 0.10
C 1.88 4.05 -1.00
C 0.45 3.58 -0.60
C -0.30 3.09 -1.84
C -1.69 2.43 -1.60
C -2.22 2.51 -0.16
N -3.28 1.49 0.00
C -3.48 0.69 1.08
C -4.52 -0.16 0.82
C -5.01 0.13 -0.51
C -4.19 1.15 -0.94
H 9.12 -0.27 -3.08
H 8.22 -0.44 -1.06
H 9.20 1.04 -1.13
H 11.12 -0.69 -0.44
H 9.81 -1.56 0.33
H 10.76 -0.10 1.96
H 10.82 1.28 0.88
H 8.05 0.83 1.00
H 10.00 2.35 2.77
H 8.27 2.64 2.93
H 10.07 3.27 0.53
H 9.12 4.37 1.48
H 7.82 2.32 -0.37
H 8.11 4.01 -0.73
H 6.50 4.70 0.87
H 6.62 3.23 1.82
H 4.83 2.37 0.84
H 5.68 2.33 -0.69
H 4.71 5.07 -0.34
H 4.31 3.88 -1.54
H 2.77 4.62 0.86
H 2.89 2.85 0.53
H 1.86 5.08 -1.37
H 2.18 3.43 -1.85
H 0.53 2.82 0.18
H -0.05 4.46 -0.19
H 0.33 2.33 -2.31
H -0.37 3.90 -2.58
H -1.68 1.38 -1.87
H -2.41 2.96 -2.23
H -1.47 2.25 0.59
H -2.68 3.47 0.06
H -2.88 0.72 1.98
H -4.92 -0.93 1.47
H -5.79 -0.36 -1.06
H -4.30 1.58 -1.93
C -6.38 -4.43 0.20
O -7.30 -5.08 -0.28
N -5.49 -4.96 1.09
N -6.16 -3.12 -0.11
H -4.72 -4.45 1.49
H -5.60 -5.92 1.34
H -6.78 -2.67 -0.78
H -5.41 -2.59 0.28
C 10.09 6.84 0.11
O 9.00 6.55 -0.34
N 11.14 5.99 0.08
N 10.35 8.07 0.67
H 12.06 6.21 0.42
H 10.98 5.08 -0.31
H 9.60 8.72 0.71
H 11.25 8.33 1.05
C -7.71 -1.04 -3.16
O -6.98 -1.59 -2.34
N -7.30 0.07 -3.85
N -8.97 -1.45 -3.44
H -7.88 0.54 -4.53
H -6.38 0.41 -3.67
H -9.30 -2.27 -2.96
H -9.58 -0.99 -4.10
C -2.03 -1.38 -2.92
O -1.25 -0.56 -2.44
N -1.80 -1.97 -4.13
N -3.17 -1.75 -2.29
H -2.42 -2.64 -4.54
H -0.96 -1.72 -4.62
H -3.37 -1.32 -1.40
H -3.83 -2.41 -2.66
C -11.36 0.34 -6.20
O -10.63 -0.28 -5.43
N -10.92 1.43 -6.88
N -12.64 -0.04 -6.42
H -11.50 1.95 -7.52
H -9.97 1.72 -6.73
H -12.98 -0.84 -5.90
H -13.27 0.44 -7.04
C -2.33 -6.59 2.84
O -3.15 -6.02 2.16
N -2.67 -7.22 4.02
N -1.01 -6.65 2.52
H -2.02 -7.70 4.61
H -3.65 -7.19 4.29
H -0.73 -6.21 1.67
H -0.32 -7.12 3.07
C -4.39 -6.87 7.42
O -5.10 -7.42 6.58
N -3.18 -6.33 7.06
N -4.73 -6.75 8.73
H -2.55 -5.87 7.69
H -2.95 -6.42 6.09
H -5.63 -7.14 9.02
H -4.15 -6.29 9.41
C 12.11 6.28 -3.24
O 12.44 5.44 -2.42
N 11.23 7.29 -2.95
N 12.60 6.27 -4.51
H 10.95 7.98 -3.62
H 10.83 7.31 -2.03
H 13.24 5.54 -4.75
H 12.34 6.94 -5.21
C 4.86 0.74 3.58
O 4.38 1.47 2.71
N 4.07 0.21 4.57
N 6.17 0.42 3.63
H 4.43 -0.39 5.29
H 3.08 0.44 4.56
H 6.80 0.78 2.91
H 6.57 -0.17 4.33
C -8.49 4.19 -7.62
O -8.32 3.10 -7.10
N -9.32 5.13 -7.07
N -7.87 4.56 -8.77
H -9.47 6.04 -7.47
H -9.79 4.89 -6.22
H -7.25 3.88 -9.19
H -7.98 5.45 -9.21
C -3.61 -10.76 1.91
O -3.22 -10.14 0.94
N -3.80 -10.18 3.14
N -3.90 -12.10 1.85
H -4.12 -10.68 3.94
H -3.60 -9.20 3.22
H -3.77 -12.56 0.97
H -4.22 -12.64 2.64
C -8.32 -7.70 8.53
O -7.23 -8.05 8.96
N -8.66 -7.89 7.22
N -9.26 -7.10 9.31
H -9.54 -7.61 6.83
H -7.97 -8.31 6.63
H -9.03 -6.95 10.27
H -10.15 -6.80 8.97
C 12.17 1.62 -3.27
O 12.92 2.01 -4.15
N 11.68 2.44 -2.29
N 11.75 0.32 -3.18
H 11.06 2.12 -1.57
H 11.97 3.41 -2.30
H 12.08 -0.31 -3.88
H 11.14 -0.02 -2.45
C -12.87 -0.58 -2.24
O -13.65 -1.07 -3.04
N -11.63 -0.14 -2.60
N -13.18 -0.42 -0.91
H -10.97 0.27 -1.96
H -11.38 -0.24 -3.57
H -14.09 -0.74 -0.62
H -12.56 -0.03 -0.24
C 1.07 2.44 4.03
O 1.17 1.36 4.61
N 0.10 3.35 4.35
N 1.91 2.81 3.03
H -0.01 4.23 3.90
H -0.54 3.10 5.09
H 2.65 2.16 2.77
H 1.85 3.68 2.55


(2)
165
Properties=species:S:1:pos:R:3 method="wB97M-V/def2-TZVPD" homo_ev="0.1 / -6.2" charge=-1 s_squared=0.75 total_energy_ha=-3231.331880 spin_multiplicity=2
C 3.88 -1.76 -4.84
O 2.85 -2.43 -4.70
N 4.51 -1.26 -3.84
N 4.32 -1.24 -5.92
H 4.24 -1.51 -2.90
H 5.34 -0.69 -3.96
H 5.20 -0.74 -5.89
H 3.74 -1.51 -6.70
C 3.74 2.18 -2.35
O 3.63 2.48 -1.13
N 4.80 2.54 -3.06
N 2.88 1.39 -2.97
H 5.42 3.15 -2.55
H 5.07 2.08 -3.92
H 2.41 0.59 -2.58
H 3.00 1.45 -3.97
C 1.77 6.07 0.10
O 0.56 5.98 0.10
N 2.55 6.95 0.61
N 2.49 5.17 -0.46
H 2.10 7.76 1.02
H 3.52 6.72 0.76
H 1.94 4.42 -0.84
H 3.47 5.21 -0.24
C -0.52 -5.85 -0.66
O 0.19 -6.59 -1.27
N -0.05 -4.75 -0.27
N -1.68 -6.05 -0.24
H -0.58 -4.04 0.23
H 0.91 -4.59 -0.51
H -2.18 -5.35 0.29
H -2.17 -6.91 -0.46
C 11.24 -7.15 3.54
O 9.97 -7.76 3.73
C 8.93 -6.80 4.13
C 8.27 -5.97 3.02
N 7.25 -5.01 3.55
C 6.70 -4.09 2.46
C 5.54 -3.19 2.98
O 5.06 -2.36 1.91
C 3.84 -1.74 2.25
H 11.53 -6.82 4.54
H 11.07 -6.22 3.00
H 12.02 -7.66 2.96
H 9.22 -6.00 4.82
H 8.16 -7.28 4.73
H 7.86 -6.66 2.29
H 9.03 -5.36 2.54
H 6.48 -5.45 4.04
H 6.33 -4.67 1.63
H 7.54 -3.51 2.05
H 5.94 -2.65 3.84
H 4.79 -3.78 3.51
H 3.89 -1.11 3.13
H 3.04 -2.46 2.44
H 3.40 -1.16 1.43
C -5.72 0.62 -4.95
O -5.47 -0.78 -4.66
C -5.28 -1.75 -5.73
C -3.89 -1.57 -6.25
N -3.56 -0.25 -6.83
C -2.16 -0.12 -7.18
C -1.31 0.32 -6.04
O -1.88 1.18 -5.08
C -1.01 1.32 -3.98
H -4.70 0.99 -4.92
H -6.42 1.21 -4.35
H -6.12 0.70 -5.95
H -5.88 -1.56 -6.62
H -5.37 -2.81 -5.49
H -3.96 -2.27 -7.08
H -3.27 -1.93 -5.43
H -3.58 0.40 -6.06
H -2.12 0.56 -8.03
H -1.89 -1.09 -7.59
H -0.33 0.67 -6.36
H -1.13 -0.60 -5.50
H -1.56 1.68 -3.10
H -0.28 2.07 -4.29
H -0.46 0.42 -3.70
C -2.84 7.04 2.05
C -2.72 5.50 1.90
C -3.26 5.04 0.54
O -4.60 5.54 0.43
C -5.20 6.07 -0.77
N -1.41 4.93 2.24
H -2.30 7.53 2.86
H -3.87 7.21 2.33
H -2.55 7.43 1.07
H -3.55 5.05 2.45
H -3.30 3.96 0.62
H -2.54 5.30 -0.24
H -4.91 5.34 -1.53
H -4.87 7.07 -1.04
H -6.29 6.07 -0.70
H -0.64 5.35 1.74
H -1.13 5.13 3.19
C -3.53 -0.33 -2.26
C -4.00 -1.65 -1.56
C -4.89 -2.60 -2.47
O -5.20 -3.69 -1.69
C -5.85 -4.67 -2.45
N -2.91 -2.38 -1.01
H -4.43 0.26 -2.45
H -3.08 -0.38 -3.25
H -2.90 0.38 -1.73
H -4.62 -1.46 -0.68
H -4.40 -2.89 -3.40
H -5.81 -2.07 -2.71
H -6.78 -4.22 -2.79
H -6.08 -5.62 -1.96
H -5.48 -4.98 -3.43
H -2.48 -2.88 -1.78
H -3.25 -3.11 -0.41
C -2.69 -1.26 3.23
C -2.39 -2.60 2.59
C -3.78 -3.31 2.23
O -3.50 -4.67 1.75
C -4.75 -5.28 1.34
N -1.55 -2.37 1.41
H -3.01 -1.38 4.26
H -3.34 -0.61 2.65
H -1.70 -0.83 3.32
H -1.69 -3.24 3.14
H -4.12 -2.73 1.37
H -4.52 -3.46 3.02
H -5.32 -4.82 0.54
H -5.38 -5.31 2.23
H -4.52 -6.28 0.95
H -2.02 -1.84 0.68
H -0.60 -2.06 1.49
C -0.55 4.23 7.14
C 0.30 5.37 6.82
C -0.25 6.06 5.49
O 0.16 5.23 4.41
C 1.47 5.37 3.97
N 0.11 6.25 8.02
H -0.37 3.65 8.05
H -0.71 3.47 6.38
H -1.59 4.54 7.28
H 1.34 5.07 6.86
H 0.15 7.07 5.46
H -1.33 6.20 5.54
H 2.13 5.08 4.79
H 1.72 6.40 3.73
H 1.71 4.72 3.13
H -0.87 6.40 8.21
H 0.32 5.78 8.89
C 1.12 2.42 0.94
C -0.09 1.51 0.66
C 0.05 0.12 -0.06
O 0.64 0.14 -1.37
C 0.59 -1.10 -1.98
N -0.48 1.34 2.04
H 1.23 2.94 -0.01
H 2.00 1.80 1.09
H 1.09 3.13 1.77
H -0.80 2.10 0.07
H -1.00 -0.20 -0.09
H 0.61 -0.57 0.55
H -0.45 -1.27 -2.27
H 0.74 -1.94 -1.30
H 1.22 -1.10 -2.87
H 0.32 1.21 2.63
H -1.08 2.02 2.49